A molecular structure, C13H40ClO21P4SSr, computed with ωB97M-V/def2-TZVPD.

Each line ends with the Mulliken charge.
Positions of all 81 atoms, in Å:
Sr: 0.36 -0.51 -0.33  1.932
S: -1.96 -1.84 -2.91  0.983
O: -2.14 -3.31 -2.75  -0.828
O: -1.12 -1.50 -4.04  -0.892
O: -3.43 -1.52 -2.97  -0.754
O: -1.47 -1.25 -1.65  -1.058
Cl: 2.69 -0.44 1.46  -0.871
C: 1.91 -2.29 -3.12  -0.601
O: 1.20 -1.10 -2.94  -0.070
H: 1.30 -3.15 -2.82  0.202
H: 2.26 -2.52 -4.14  0.335
H: 2.75 -2.27 -2.42  0.064
H: 0.43 -1.17 -3.56  0.219
C: 4.70 2.63 -1.56  -0.803
O: 3.49 3.08 -2.17  -0.423
P: 2.07 2.86 -1.45  0.087
O: 1.63 1.47 -1.42  0.234
O: 2.32 3.44 0.01  -0.111
C: 2.53 4.81 0.25  -0.812
O: 1.10 3.95 -2.14  0.156
C: 1.50 4.60 -3.38  -0.909
H: 5.34 3.50 -1.45  0.304
H: 5.34 2.01 -2.19  0.294
H: 4.52 2.06 -0.65  0.341
H: 2.07 5.48 -0.48  0.294
H: 3.59 5.04 0.39  0.268
H: 2.02 5.07 1.18  0.249
H: 0.54 4.79 -3.86  0.238
H: 2.02 3.90 -4.03  0.346
H: 2.01 5.51 -3.07  0.309
C: 3.68 -4.55 -0.80  -0.711
O: 2.32 -5.10 -0.79  -0.374
P: 1.17 -4.36 0.03  -0.479
O: 0.90 -2.96 -0.32  1.631
O: -0.08 -5.33 -0.26  -0.374
C: -1.38 -4.92 0.21  -0.484
O: 1.52 -4.55 1.59  -0.150
C: 1.33 -5.84 2.20  -0.865
H: 4.32 -5.36 -0.48  0.267
H: 3.64 -3.82 0.02  0.350
H: 3.95 -4.09 -1.75  0.246
H: -1.59 -5.20 1.25  0.193
H: -2.09 -5.42 -0.43  0.254
H: -1.46 -3.83 0.22  0.097
H: 2.12 -6.12 2.90  0.306
H: 1.28 -6.61 1.43  0.376
H: 0.36 -5.82 2.70  0.214
C: -1.01 0.19 5.45  -0.919
O: -0.57 -0.14 4.14  -0.068
P: -1.59 -0.79 3.09  -0.616
O: -1.04 -0.89 1.75  0.607
O: -2.98 -0.01 3.23  -0.293
C: -2.96 1.40 2.99  -0.554
O: -1.92 -2.23 3.81  -0.339
C: -0.86 -2.89 4.54  -0.377
H: -0.83 1.23 5.73  0.231
H: -0.41 -0.44 6.11  0.307
H: -2.06 -0.09 5.58  0.406
H: -2.09 1.64 2.39  0.131
H: -2.97 1.98 3.92  0.293
H: -3.89 1.70 2.51  0.278
H: -0.62 -3.82 4.02  -0.116
H: -1.31 -3.12 5.50  0.280
H: 0.06 -2.33 4.63  0.369
C: -1.87 4.62 0.49  -0.640
O: -1.71 4.01 -0.79  -0.295
P: -2.09 2.45 -0.92  0.234
O: -1.11 1.55 -0.30  0.500
O: -3.49 2.39 -0.18  -0.075
C: -4.67 3.00 -0.66  -0.863
O: -2.38 2.18 -2.44  -0.368
C: -1.33 1.87 -3.35  -0.254
H: -0.93 5.06 0.81  0.216
H: -2.24 3.99 1.30  0.234
H: -2.58 5.43 0.36  0.300
H: -5.44 3.00 0.11  0.257
H: -5.11 2.40 -1.46  0.296
H: -4.50 4.02 -1.01  0.340
H: -1.41 0.81 -3.61  0.236
H: -0.30 1.90 -3.00  -0.270
H: -1.33 2.45 -4.27  0.310

For the total energy, the calculation gives -118490.465 eV. The energy relative to the best compared isomer or geometry (same formula, charge and spin) is 0.0 kcal/mol. The calculation puts the largest force on an atom at 8.6 eV/A. The total charge is -1. The LUMO energy comes out at 0.073 Eh. The gap between HOMO and LUMO is 4.61 eV. As for the spin multiplicity: 1.